The following is a DFT calculation (wB97M-V/def2-TZVPD) of a structure of composition C20H34O3PPb at a distorted geometry.

Computed properties:
Gap between HOMO and LUMO (spin up / spin down), eV: 3.960 / 3.961
Strongest force on any atom, eV/A: 2.16
Electronic energy, hartree: -1542.0251
Charge: +1

The geometry in XYZ format:
```
59
Properties=species:S:1:pos:R:3:nbo_charge:R:1
C 0.6292 1.5255 -3.4603 0.485
C 0.7510 0.1157 -3.8880 -0.766
C -0.5585 2.3118 -3.8619 -0.772
C 1.7911 2.2174 -2.8599 -0.763
H -0.3282 3.0481 -4.6505 0.307
H -0.9584 2.9003 -3.0131 0.295
H -1.3566 1.6528 -4.2337 0.257
H 1.0760 0.0118 -4.9408 0.309
H -0.2237 -0.4019 -3.8193 0.281
H 1.4861 -0.4322 -3.2723 0.250
H 2.6493 2.2961 -3.5534 0.299
H 2.1740 1.6801 -1.9694 0.279
H 1.5207 3.2392 -2.5513 0.263
C -3.2235 -0.2780 -0.0563 -0.325
C -3.4069 0.4020 -1.2961 -0.336
C -2.7404 -0.3586 -2.3195 -0.397
H -4.0216 1.2839 -1.4635 0.241
C -2.1333 -1.4916 -1.6910 -0.353
C -2.4606 -1.4566 -0.2992 -0.326
H -2.2639 -2.2546 0.4228 0.238
H -3.6558 0.0032 0.9043 0.239
H -2.7825 -0.1722 -3.3883 0.225
H -1.5795 -2.2813 -2.1934 0.231
C 0.1392 2.4194 1.6475 -0.337
C -1.2748 2.5116 1.5662 -0.273
C -1.6043 3.2885 0.4173 -0.370
H -1.9778 2.1338 2.3123 0.216
C -0.3826 3.6895 -0.2085 -0.399
C 0.6975 3.1452 0.5535 -0.355
H 1.7557 3.3295 0.3771 0.225
H 0.7012 1.9659 2.4605 0.225
H -2.6069 3.6020 0.1167 0.237
H -0.2833 4.3785 -1.0456 0.221
Pb -0.6573 0.8785 -0.8721 1.177
C -1.8567 -0.5208 4.2936 -0.639
C -0.4208 -0.5097 3.8815 -0.004
O -0.3564 -0.7380 2.3569 -0.934
P 0.1993 -1.1907 0.9379 1.776
O 0.3829 -2.8054 0.9721 -0.853
C 0.7693 -3.5848 2.1811 -0.059
C 1.9878 -3.0735 2.8939 -0.645
O 1.7666 -0.7253 0.8084 -0.857
C 2.4298 -1.0754 -0.4924 -0.058
C 3.4092 -2.1999 -0.3165 -0.634
H -2.4645 0.1763 3.7133 0.226
H -1.9310 -0.2425 5.3479 0.238
H -2.2902 -1.5163 4.1775 0.221
H 0.0485 0.4531 4.0795 0.204
H 0.1516 -1.3237 4.3289 0.196
H -0.1112 -3.5913 2.8325 0.187
H 0.9298 -4.5997 1.8241 0.208
H 1.8603 -2.0526 3.2755 0.213
H 2.1145 -3.7503 3.7474 0.233
H 2.8859 -3.1019 2.2629 0.221
H 1.6877 -1.3359 -1.2655 0.172
H 2.9235 -0.1549 -0.8253 0.186
H 2.9760 -3.0643 0.1869 0.229
H 3.7265 -2.5011 -1.3174 0.221
H 4.2909 -1.8746 0.2445 0.227
```

The following is a DFT calculation (wB97M-V/def2-TZVPD) of a structure of composition C20H35B3Br12ClNO3 at a distorted geometry.

Computed properties:
Gap between HOMO and LUMO, eV: 7.807
Strongest force on any atom, eV/A: 5.25
Electronic energy, hartree: -32486.5531

The geometry in XYZ format:
```
75
Properties=species:S:1:pos:R:3:mulliken_charge:R:1
C 3.7911 1.0808 0.6702 -0.999
C 2.6410 2.1419 1.0977 0.807
C 2.7876 2.7477 2.5548 -0.392
C 1.7302 3.7948 3.0228 -0.675
C 0.5266 4.2189 2.0807 -0.959
C 0.3855 3.5882 0.6424 1.310
C -0.9029 4.0402 -0.2249 -0.821
B -2.0431 2.8815 0.0684 -0.043
O -1.7208 1.5119 0.4055 -0.164
B -2.5163 1.0765 1.5566 0.692
N -1.9283 -0.0064 2.4130 -0.685
O -3.7945 1.6669 1.9355 -0.198
B -3.8731 3.0205 1.4354 0.514
Cl -4.3817 4.4998 2.3921 -0.297
O -3.4695 3.2299 0.0407 -0.193
C 1.4530 2.5552 0.1597 -0.695
H 3.4938 0.0406 1.0471 0.270
H 4.7283 1.3965 1.2654 0.164
H 3.9457 1.1175 -0.4616 0.295
H 3.6421 2.4114 3.2351 0.305
H 1.7930 4.2502 4.0836 0.351
H -0.2227 4.9841 2.4898 0.308
H -0.6900 4.1482 -1.3429 0.245
H -1.3143 5.0062 0.2556 0.198
H -1.6139 -0.8144 1.8353 0.063
H -2.5968 -0.3320 3.1289 0.243
H 1.3648 2.0828 -0.8745 0.214
Br -4.3110 -0.6668 1.4795 0.069
C -5.3181 -2.0426 2.4332 -0.639
C -5.3643 -3.3346 1.6551 -0.320
Br -6.6433 -3.2318 0.1881 -0.121
H -6.3053 -1.6269 2.6378 0.406
H -4.7842 -2.1813 3.3758 0.372
H -5.7210 -4.1517 2.2858 0.385
H -4.4043 -3.6109 1.2204 -0.048
Br -2.6643 -4.3571 -0.6788 -0.151
C -2.3628 -2.5446 -1.3299 0.246
C -0.8965 -2.1961 -1.3164 -0.456
Br -0.2769 -1.7896 0.4882 -0.216
H -2.9711 -1.8802 -0.7148 -0.085
H -2.7483 -2.5416 -2.3506 -0.110
H -0.7125 -1.2855 -1.8899 0.272
H -0.2601 -2.9951 -1.6980 0.491
Br 2.6949 5.7567 1.5882 -0.001
C 3.8007 5.6161 -0.0130 -0.576
C 3.3725 6.6090 -1.0661 -0.601
Br 1.7504 6.0237 -1.9752 -0.153
H 3.7431 4.5794 -0.3471 0.256
H 4.8174 5.8290 0.3239 0.408
H 4.1262 6.6852 -1.8525 0.367
H 3.1709 7.6026 -0.6655 0.375
Br -3.1420 0.3092 -3.8249 -0.110
C -2.5842 -0.3831 -5.5600 -0.616
C -3.0770 -1.7936 -5.7702 -0.570
Br -2.0046 -3.0727 -4.7637 -0.118
H -1.4983 -0.2945 -5.6036 0.373
H -3.0293 0.2930 -6.2922 0.361
H -2.9651 -2.0888 -6.8151 0.343
H -4.1138 -1.9388 -5.4659 0.366
Br 7.3407 1.8122 -0.4013 -0.120
C 8.7288 0.7514 0.4628 -0.559
C 8.1641 -0.5235 1.0389 -0.595
Br 7.2027 -0.1841 2.7003 -0.131
H 9.1995 1.3913 1.2097 0.365
H 9.4500 0.5307 -0.3263 0.321
H 8.9668 -1.2113 1.3108 0.352
H 7.4700 -1.0299 0.3677 0.363
Br -4.0578 -7.2792 0.3580 -0.136
C -2.2501 -7.7215 -0.2228 -0.701
C -1.8624 -9.1148 0.2072 -0.610
Br -1.4097 -9.1703 2.1023 -0.144
H -1.5907 -6.9484 0.1730 0.392
H -2.2760 -7.6480 -1.3117 0.408
H -0.9577 -9.4391 -0.3104 0.362
H -2.6506 -9.8508 0.0469 0.374
```

The following is a DFT calculation (wB97M-V/def2-TZVPD) of a cluster of 2 separate species, C20H35Cl2F9N2OP in total at a distorted geometry.

Computed properties:
Gap between HOMO and LUMO, eV: 9.238
Strongest force on any atom, eV/A: 6.30
Electronic energy, hartree: -3127.6493
Charge: +1

The geometry in XYZ format:
```
70
Properties=species:S:1:pos:R:3:nbo_charge:R:1
C 0.0564 0.8362 4.5639 -0.664
C -1.3462 1.3020 3.8545 -0.261
N -2.0827 0.2106 3.1083 -0.562
P -3.1959 -0.4765 4.3393 1.336
N -2.3605 -1.2367 5.5401 -1.233
C -3.0447 1.0237 2.2294 -0.289
C -2.1785 1.2824 0.8223 -0.466
C -1.7671 -0.3142 0.5720 0.109
O -0.4806 -0.4342 -0.1313 -0.568
C -0.6850 -0.7461 -1.5613 -0.082
C 0.2685 0.1143 -2.5803 -0.238
C 1.7650 -0.5538 -2.5376 -0.649
C 0.2244 1.7396 -2.3705 -0.221
C 0.8838 2.5724 -3.6561 -0.625
C 0.9828 2.2897 -1.0253 -0.648
C -1.3436 -0.6910 2.1447 -0.093
C -1.4723 -2.3064 2.4213 -0.456
C -0.5276 -3.2467 1.4657 -0.475
C 1.0602 -3.3245 1.9626 0.669
F 1.8217 -2.0890 1.6700 -0.337
F 1.1006 -3.6139 3.4443 -0.342
C 1.6829 -4.6856 1.2389 0.600
F 1.2543 -5.8243 2.1355 -0.317
F 1.0226 -4.9426 -0.0675 -0.316
C 3.3198 -4.7338 1.2082 0.583
F 3.7258 -6.1810 1.3283 -0.297
F 3.9383 -4.0075 2.3641 -0.296
C 4.0146 -4.1602 -0.1598 0.934
F 3.8769 -2.6797 -0.3466 -0.314
F 3.6378 -4.8804 -1.4046 -0.300
F 5.4987 -4.3926 0.0032 -0.314
H 0.8723 0.5181 3.7669 0.234
H -0.0490 0.0075 5.3836 0.279
H 0.4901 1.8061 5.1078 0.255
H -1.1415 2.2708 3.2276 0.268
H -2.0707 1.6397 4.7411 0.237
H -3.9680 0.5707 4.9908 0.045
H -4.1734 -1.3842 3.7452 0.027
H -2.7145 -2.2392 5.5415 0.390
H -3.9754 0.4527 1.8034 0.252
H -3.4160 1.9611 2.8233 0.264
H -1.1080 1.7886 0.9443 0.248
H -2.7206 1.8446 -0.0495 0.270
H -2.7265 -0.8128 0.1242 0.217
H -0.3808 -1.8919 -1.6986 0.188
H -1.8270 -0.6865 -1.8817 0.192
H -0.1535 -0.0889 -3.6785 0.226
H 1.6776 -1.6148 -3.0766 0.220
H 2.5935 0.0554 -3.1059 0.241
H 2.0454 -0.8013 -1.4136 0.216
H -0.9106 2.0852 -2.3271 0.194
H 0.5699 3.6957 -3.5228 0.235
H 0.5866 2.1068 -4.6903 0.226
H 2.0596 2.5110 -3.5123 0.208
H 1.8446 3.0035 -1.3680 0.231
H 1.3493 1.4575 -0.2844 0.224
H 0.1872 2.9588 -0.4388 0.195
H -0.1760 -0.4483 2.0983 0.298
H -1.3232 -2.6053 3.5544 0.282
H -2.6001 -2.5999 2.1668 0.217
H -0.9358 -4.3624 1.5781 0.274
H -0.6014 -3.0019 0.3176 0.270
Cl -0.4549 3.8085 -6.3533 -0.063
C -0.3613 5.5757 -6.5502 -0.388
C 1.0687 6.0876 -6.4773 -0.389
Cl 1.7570 5.9298 -4.8420 -0.061
H -0.9940 6.0371 -5.7856 0.223
H -0.7890 5.8079 -7.5304 0.229
H 1.0959 7.1513 -6.7301 0.229
H 1.7233 5.5547 -7.1737 0.229
```